# 1
An isolated molecule of C7H13N in a non-equilibrium geometry, computed with the ωB97M-V functional and the def2-TZVPD basis.

Last column: Löwdin charge in e.
Positions of all 21 atoms, in Å:
C1 -1.45121 -1.67973 -0.40007  -0.284
C2 -0.34570 -1.70658 0.67092  -0.163
C3 0.63853 -0.56739 0.44660  -0.334
C4 1.91809 -0.88204 0.20478  0.053
C5 0.25224 3.28228 0.36292  -0.104
C6 0.49961 1.85450 -0.04900  -0.151
C7 0.27630 0.82226 0.75683  -0.108
N1 -0.95746 -1.60615 -1.78859  0.000
H1 -2.07419 -0.80721 -0.20721  0.104
H2 -2.11626 -2.54069 -0.28791  0.100
H3 -0.90488 -1.55307 1.59533  0.111
H4 0.20669 -2.63623 0.68348  0.101
H5 2.35169 -1.87002 0.09477  0.061
H6 2.63198 -0.06038 0.24244  0.063
H7 -0.39533 3.36170 1.23051  0.069
H8 1.22217 3.69097 0.64113  0.071
H9 -0.09313 3.87588 -0.48219  0.067
H10 1.09745 1.71576 -0.93880  0.107
H11 -0.18005 1.01551 1.72498  0.116
H12 -1.67834 -1.15982 -2.34436  0.059
H13 -0.89818 -2.54956 -2.15655  0.061

Computed properties:
Electronic energy in a.u.: -329.21982
Energy relative to the best compared isomer or geometry (same formula, charge and spin) in eV: 1.405
SMILES: C=C(/C=C/C)CCN
LUMO level in eV: 1.067
Frontier orbital gap in eV: 9.65

---

# 2
A structure of composition C32H40N4O9P2SSc, computed with the ωB97M-V functional and the def2-TZVPD basis.

Last column: Löwdin charge in e.
Positions of all 89 atoms, in Å:
Sc1 -1.17632 -0.09680 -1.10971  0.846
C1 -1.16627 -1.02324 -3.52419  -0.280
C2 -2.48737 -0.63965 -3.20982  -0.285
C3 -2.51689 0.76716 -3.04588  -0.282
C4 -1.21472 1.25720 -3.30032  -0.271
C5 -0.38015 0.15187 -3.59139  -0.269
C6 1.03654 0.20269 -4.07901  -0.039
C7 -0.84414 2.70912 -3.32632  -0.032
C8 -3.69827 1.61282 -2.67655  -0.023
C9 -3.66398 -1.56100 -3.18842  -0.039
C10 -0.70441 -2.41356 -3.83536  -0.039
H1 1.54674 1.11343 -3.76437  0.061
H2 1.07203 0.17118 -5.17287  0.084
H3 1.62318 -0.64327 -3.71442  0.066
H4 0.23501 2.84667 -3.41825  0.064
H5 -1.17736 3.21854 -2.41922  0.066
H6 -1.30484 3.21279 -4.18209  0.083
H7 -4.41715 1.05168 -2.07675  0.073
H8 -4.22052 1.99164 -3.56166  0.080
H9 -3.38375 2.47045 -2.07874  0.076
H10 -4.50192 -1.10239 -2.65740  0.070
H11 -3.40722 -2.51969 -2.72616  0.075
H12 -4.01339 -1.78452 -4.20147  0.090
H13 -1.23727 -3.15624 -3.24071  0.065
H14 0.35585 -2.54031 -3.61052  0.072
H15 -0.84866 -2.65792 -4.89371  0.081
N1 -3.14463 -4.44128 0.78662  0.135
C11 -2.46093 -3.11693 1.11656  -0.446
C12 -2.23891 -3.10961 2.62923  -0.115
P1 -3.65878 -1.73432 0.64911  0.375
O1 -4.70220 -2.61873 -0.28157  -0.181
O2 -4.34822 -1.31917 1.87808  -0.273
O3 -3.04141 -0.77216 -0.32971  -0.351
P2 -0.83234 -3.27810 0.16701  0.353
O4 0.30591 -3.19871 1.28334  -0.182
O5 -0.89903 -4.68542 -0.34794  -0.307
O6 -0.63990 -2.16573 -0.83035  -0.378
H16 -3.43573 -4.91636 1.63572  0.148
H17 -2.39068 -4.97507 0.26167  0.096
H18 -3.95975 -4.24814 0.19344  0.116
H19 -3.20337 -3.14531 3.13830  0.079
H20 -1.75087 -2.18204 2.91909  0.041
H21 -1.60431 -3.94757 2.92849  0.085
H22 -4.62180 -2.31860 -1.19712  0.025
H23 0.34123 -2.29362 1.66980  -0.032
O7 -1.93782 3.83734 0.15850  0.033
C13 -1.58763 2.70361 0.46783  -0.558
O8 -1.30215 1.80005 -0.40487  -0.170
C14 -1.44328 2.35217 1.93882  -0.132
C15 -1.78781 3.37382 2.82743  -0.041
C16 -1.69961 3.22493 4.19823  -0.104
C17 -1.25623 2.01107 4.71068  -0.111
C18 -0.90923 0.98819 3.85207  -0.148
C19 -0.98767 1.12244 2.45446  -0.542
S1 -0.46865 -0.25690 1.50572  0.752
H24 -2.13097 4.30102 2.38879  0.109
H25 -1.97747 4.03761 4.85773  0.090
H26 -1.18277 1.85916 5.78168  0.096
H27 -0.56804 0.03975 4.25064  0.092
C20 2.11668 3.12076 3.51781  -0.033
C21 3.09527 2.14054 2.93221  -0.258
C22 4.38168 2.51922 2.56605  -0.049
C23 5.25425 1.61686 1.97337  -0.044
C24 4.85922 0.30452 1.75679  -0.279
N2 5.75140 -0.57372 1.07893  0.132
C25 5.47135 -1.57524 0.17794  -0.542
O9 6.24294 -2.50908 0.02470  0.039
N3 4.31467 -1.50061 -0.56820  0.149
C26 3.44629 -0.41581 -0.80029  -0.223
C27 3.89472 0.89041 -0.93312  -0.006
C28 2.95661 1.89902 -1.05353  -0.021
C29 1.61217 1.57318 -1.09767  -0.113
N4 1.18762 0.30974 -1.05582  0.011
C30 2.08226 -0.65937 -0.89395  -0.069
C31 3.59719 -0.10335 2.17066  -0.013
C32 2.72401 0.81174 2.73259  -0.023
H28 2.50373 4.13915 3.47175  0.074
H29 1.90158 2.88396 4.56168  0.084
H30 1.16347 3.08647 2.98689  0.071
H31 4.69840 3.54552 2.71484  0.106
H32 6.23504 1.93796 1.64121  0.110
H33 6.66134 -0.70974 1.48939  0.146
H34 4.12056 -2.36597 -1.04599  0.154
H35 4.95366 1.10829 -0.90353  0.122
H36 3.26051 2.93513 -1.11263  0.113
H37 0.84205 2.32885 -1.17177  0.109
H38 1.69016 -1.66786 -0.81546  0.116
H39 3.27810 -1.12657 2.01164  0.124
H40 1.72337 0.48999 2.99128  0.069

Computed properties:
Electronic energy in a.u.: -3981.83112
Charge: -1
Energy relative to the best compared isomer or geometry (same formula, charge and spin) in eV: 0.164
LUMO level in eV: 2.371
Frontier orbital gap in eV: 7.05

---

- Which of these has the lowest LUMO level?
  C7H13N